[1]
Molecular formula: C39H103AsF6N5O18
Method: DFT, wB97M-V/def2-TZVPD

```
172
Properties=species:S:1:pos:R:3
As -0.38 0.80 -0.13
F -1.67 0.54 -1.33
F 0.65 1.48 -1.46
F 0.95 1.15 1.03
F -1.36 0.06 1.19
F 0.31 -0.80 -0.56
F -1.07 2.41 0.21
C -3.06 -2.75 0.11
C -2.93 -2.27 -1.35
O -3.78 -2.92 -2.22
C -3.72 -4.23 -2.66
O -4.57 -4.72 -3.41
O -2.67 -4.83 -2.12
C -2.52 -6.24 -2.18
H -2.85 -3.79 0.34
H -4.09 -2.63 0.47
H -2.44 -2.12 0.75
H -1.91 -2.40 -1.73
H -3.14 -1.21 -1.46
H -2.30 -6.56 -3.20
H -3.34 -6.86 -1.84
H -1.66 -6.52 -1.57
C 0.59 -3.74 -1.24
O 0.89 -5.13 -1.34
C 1.40 -5.76 -0.20
C 1.58 -7.27 -0.52
N 0.40 -7.84 -1.12
C 0.73 -9.22 -1.57
C -0.40 -9.83 -2.38
O -0.56 -8.89 -3.48
C -1.34 -9.43 -4.54
H 0.13 -3.47 -0.29
H 0.11 -3.45 -2.18
H 1.53 -3.19 -1.28
H 0.74 -5.66 0.66
H 2.33 -5.30 0.12
H 1.89 -7.81 0.38
H 2.44 -7.35 -1.19
H 0.27 -7.42 -2.03
H 0.82 -9.91 -0.73
H 1.63 -9.33 -2.18
H -1.29 -9.98 -1.76
H -0.21 -10.85 -2.70
H -1.47 -8.73 -5.37
H -2.31 -9.73 -4.14
H -0.89 -10.34 -4.92
C -0.20 4.91 -1.65
O 0.55 5.75 -0.78
C 1.04 5.13 0.42
C 1.37 6.14 1.49
N 0.09 6.69 1.97
C 0.20 7.60 3.12
C -1.07 8.38 3.33
O -1.45 9.13 2.15
C -2.54 9.92 2.36
H 0.42 4.10 -2.02
H -0.58 5.53 -2.46
H -1.03 4.50 -1.07
H 1.91 4.51 0.21
H 0.29 4.45 0.83
H 1.94 6.96 1.06
H 1.97 5.58 2.20
H -0.19 7.24 1.17
H 0.93 8.36 2.81
H 0.49 7.09 4.04
H -0.98 9.02 4.22
H -1.84 7.63 3.47
H -2.29 10.65 3.12
H -3.41 9.31 2.61
H -2.69 10.51 1.45
C -4.81 5.50 4.58
O -5.69 4.93 5.51
C -6.77 4.28 4.84
C -6.34 2.94 4.23
N -7.28 2.28 3.31
C -7.32 2.87 1.96
C -5.97 2.92 1.24
O -5.45 1.56 1.05
C -4.08 1.54 0.68
H -5.23 6.27 3.92
H -4.24 4.76 4.01
H -4.11 6.13 5.13
H -7.37 4.94 4.21
H -7.51 4.09 5.61
H -6.26 2.19 5.02
H -5.33 2.98 3.80
H -7.04 1.32 3.12
H -7.75 3.87 2.03
H -7.98 2.23 1.37
H -5.26 3.50 1.82
H -6.09 3.38 0.26
H -3.46 2.18 1.32
H -3.95 1.92 -0.33
H -3.76 0.50 0.75
C 8.35 1.15 -7.77
O 6.92 0.96 -7.69
C 6.37 -0.22 -8.33
C 4.83 -0.26 -8.10
N 4.44 -0.78 -6.78
C 3.08 -0.33 -6.39
C 2.53 -1.09 -5.22
O 3.44 -0.93 -4.13
C 2.85 -1.31 -2.90
H 8.71 1.88 -7.05
H 8.66 1.45 -8.77
H 8.92 0.23 -7.64
H 6.90 -1.10 -7.98
H 6.62 -0.04 -9.38
H 4.26 -0.91 -8.76
H 4.46 0.75 -8.29
H 5.06 -0.35 -6.11
H 2.43 -0.55 -7.23
H 3.09 0.75 -6.28
H 2.51 -2.14 -5.48
H 1.50 -0.74 -5.11
H 2.74 -2.39 -2.83
H 1.98 -0.69 -2.65
H 3.66 -1.07 -2.21
C 2.48 -3.82 7.34
O 3.40 -3.68 6.24
C 3.91 -2.39 6.11
C 2.96 -1.33 5.67
N 2.19 -1.75 4.52
C 1.08 -0.92 4.10
C 0.08 -1.63 3.16
O -0.15 -2.94 3.67
C -1.09 -3.68 2.92
H 2.16 -4.85 7.48
H 1.64 -3.13 7.22
H 3.07 -3.64 8.24
H 4.86 -2.43 5.57
H 4.34 -1.98 7.03
H 3.41 -0.37 5.41
H 2.23 -1.21 6.47
H 1.80 -2.61 4.86
H 1.33 0.01 3.59
H 0.52 -0.58 4.98
H 0.43 -1.80 2.14
H -0.81 -1.00 3.13
H -0.95 -3.69 1.84
H -2.14 -3.43 3.09
H -1.12 -4.69 3.34
C 3.44 -0.72 1.58
O 4.23 -1.52 2.32
H 3.31 0.22 2.13
H 3.83 -0.53 0.58
H 2.50 -1.28 1.50
H 3.71 -1.67 3.11
C 2.30 2.97 3.43
O 3.55 3.00 4.11
H 1.68 3.79 3.80
H 2.39 2.94 2.34
H 1.83 2.03 3.69
H 3.55 3.73 4.74
C -1.21 -0.37 -4.16
O -1.33 -0.82 -5.53
H -0.82 -1.18 -3.56
H -0.53 0.48 -4.05
H -2.24 -0.18 -3.87
H -2.27 -0.98 -5.69
C -1.56 3.63 3.03
O -1.34 4.90 3.63
H -2.15 3.03 3.72
H -2.09 3.73 2.09
H -0.59 3.17 2.84
H -0.96 5.47 2.97
C 2.68 2.61 -4.09
O 2.54 3.07 -5.45
H 3.51 1.93 -3.90
H 2.87 3.50 -3.50
H 1.72 2.24 -3.72
H 2.14 3.94 -5.44
```

Values from the calculation:
**Frontier orbital gap (alpha / beta)**: 6.83 / 1.32 eV
**LUMO level (alpha / beta)**: -1.02 / -6.54 eV
**Spin multiplicity**: 2

[2]
Molecular formula: C39H103Cl6O34P7
Method: DFT, wB97M-V/def2-TZVPD

```
189
Properties=species:S:1:pos:R:3
Cl -9.32 14.04 52.69
C -9.14 12.63 53.74
C -9.93 12.82 55.10
Cl -9.07 14.02 56.07
H -8.06 12.64 53.89
H -9.55 11.70 53.35
H -9.88 11.87 55.64
H -10.97 13.13 55.03
Cl 1.49 24.26 47.94
C 0.29 25.23 48.79
C -1.01 24.46 49.09
Cl -1.97 24.33 47.65
H 0.09 26.14 48.22
H 0.76 25.47 49.74
H -1.53 25.11 49.80
H -0.84 23.50 49.57
Cl -18.47 23.69 56.32
C -19.21 22.18 56.98
C -18.32 21.41 58.08
Cl -16.76 20.93 57.47
H -19.37 21.48 56.16
H -20.19 22.37 57.40
H -18.93 20.58 58.44
H -18.30 22.04 58.97
C -3.58 33.71 43.39
O -2.60 34.54 44.00
P -1.83 33.96 45.33
O -1.13 32.66 45.16
O -0.92 35.15 45.90
C -1.48 36.43 46.11
O -3.00 33.87 46.45
C -2.71 33.57 47.85
H -3.53 33.83 42.30
H -4.55 34.05 43.75
H -3.56 32.63 43.58
H -1.84 36.66 47.11
H -2.35 36.60 45.48
H -0.71 37.14 45.80
H -2.52 34.47 48.44
H -1.89 32.89 48.08
H -3.68 33.22 48.20
C -15.06 26.31 49.17
O -15.58 25.57 48.01
P -16.49 26.36 46.97
O -15.96 27.66 46.42
O -17.95 26.50 47.72
C -18.66 25.41 48.35
O -16.77 25.19 45.86
C -15.80 24.70 44.96
H -15.50 26.00 50.12
H -15.21 27.38 49.06
H -13.98 26.13 49.16
H -18.28 24.49 47.89
H -19.72 25.33 48.11
H -18.54 25.41 49.44
H -15.49 23.67 45.15
H -14.86 25.25 44.98
H -16.12 24.92 43.94
C -5.38 31.76 56.53
O -4.67 31.09 55.51
P -3.58 29.99 55.87
O -2.90 29.33 54.71
O -4.42 29.04 56.90
C -4.14 27.61 56.91
O -2.66 30.78 56.91
C -1.74 31.76 56.45
H -4.86 31.78 57.49
H -6.34 31.28 56.66
H -5.55 32.78 56.20
H -5.16 27.23 56.88
H -3.67 27.27 57.83
H -3.63 27.21 56.04
H -1.81 32.69 57.00
H -1.77 32.02 55.39
H -0.75 31.34 56.60
C -16.35 15.44 51.50
O -17.48 14.54 51.54
P -17.65 13.40 52.68
O -18.79 12.43 52.44
O -16.16 12.65 52.72
C -15.77 12.01 51.55
O -17.73 14.23 54.13
C -18.68 13.87 55.12
H -16.74 16.44 51.70
H -15.91 15.49 50.51
H -15.64 15.17 52.27
H -16.44 11.94 50.70
H -15.37 11.00 51.68
H -14.83 12.47 51.25
H -18.91 14.78 55.69
H -18.28 13.25 55.92
H -19.58 13.36 54.76
C -9.19 21.81 48.87
O -8.08 21.81 49.76
P -8.06 22.77 51.05
O -6.84 22.66 51.91
O -8.39 24.24 50.42
C -7.93 25.41 51.13
O -9.42 22.42 51.85
C -9.45 21.32 52.73
H -9.35 20.79 48.53
H -8.81 22.49 48.11
H -10.13 22.06 49.36
H -8.73 26.05 51.50
H -7.38 25.97 50.38
H -7.29 25.18 51.98
H -10.29 20.66 52.52
H -9.60 21.70 53.74
H -8.65 20.58 52.76
C 0.35 12.89 50.30
O -0.05 13.04 48.97
P -1.54 12.83 48.47
O -2.51 12.21 49.44
O -1.93 14.30 47.93
C -2.14 15.37 48.88
O -1.40 12.01 47.06
C -0.54 12.51 46.08
H -0.42 13.08 51.04
H 1.24 13.51 50.38
H 0.65 11.85 50.41
H -1.65 15.07 49.81
H -3.22 15.42 49.03
H -1.74 16.31 48.51
H -1.03 12.89 45.18
H 0.20 11.76 45.79
H 0.09 13.31 46.46
C -16.19 29.97 58.87
O -14.89 30.45 59.05
P -13.76 29.66 59.92
O -12.48 30.38 59.96
O -14.46 29.62 61.39
C -13.67 29.24 62.49
O -13.81 28.14 59.38
C -12.93 27.63 58.33
H -17.01 30.63 59.14
H -16.33 29.02 59.40
H -16.33 29.67 57.83
H -14.12 28.35 62.93
H -13.56 30.05 63.21
H -12.63 29.02 62.23
H -12.01 27.30 58.82
H -12.59 28.40 57.63
H -13.24 26.79 57.71
C 3.06 20.04 54.01
O 2.36 18.99 54.71
C 2.07 19.23 56.10
C 1.17 18.15 56.65
O -0.07 17.90 56.01
C -1.09 18.96 55.97
C -1.63 19.33 57.34
O -0.69 20.08 58.09
C -0.92 20.18 59.46
H 3.07 19.76 52.96
H 4.09 20.03 54.34
H 2.63 21.04 54.09
H 1.78 20.28 56.20
H 3.00 19.15 56.66
H 0.87 18.31 57.69
H 1.77 17.24 56.66
H -1.92 18.64 55.34
H -0.74 19.87 55.48
H -1.79 18.46 57.97
H -2.51 19.98 57.32
H -1.74 20.85 59.72
H -0.04 20.59 59.94
H -1.11 19.19 59.89
C -9.20 25.16 33.41
O -8.14 25.78 34.08
C -8.28 25.71 35.51
C -7.12 26.54 36.18
O -7.33 26.81 37.61
C -7.55 25.69 38.41
C -7.70 26.16 39.88
O -8.97 26.76 40.01
C -9.09 27.37 41.27
H -10.21 25.32 33.78
H -8.99 24.10 33.29
H -9.26 25.64 32.44
H -8.29 24.68 35.88
H -9.16 26.27 35.84
H -6.99 27.50 35.68
H -6.14 26.06 36.20
H -6.87 24.85 38.29
H -8.47 25.26 38.04
H -6.88 26.86 40.05
H -7.55 25.35 40.59
H -10.15 27.61 41.33
H -8.66 28.36 41.32
H -8.73 26.70 42.05
```

Values from the calculation:
**Frontier orbital gap**: 9.62 eV
**SMILES string**: COP(=O)(OC)OC.COP(=O)(OC)OC.COP(=O)(OC)OC.COP(=O)(OC)OC.COP(=O)(OC)OC.COP(=O)(OC)OC.COP(=O)(OC)OC.COCCOCCOC.COCCOCCOC.ClCCCl.ClCCCl.ClCCCl
**LUMO level**: 0.14 eV
**Spin multiplicity**: 1

What is the spin multiplicity in the first record?
2

The highest spin multiplicity belongs to which entry?
C39H103AsF6N5O18

The highest spin multiplicity belongs to which entry?
C39H103AsF6N5O18

Which of these has the lowest spin multiplicity?
C39H103Cl6O34P7